No. 1
Here is an isolated molecule of C3H5N3O from the OMol25 dataset. Energies are from wB97M-V/def2-TZVPD.

Results
HOMO-LUMO gap: 9.670 eV
strongest force on any atom: 0.89 eV/Å
LUMO level: 0.79 eV
relative energy (zero: lowest compared OMol25 entry of this formula, charge and spin): 68.13 kJ/mol
net charge: 0
SMILES: NC1=NCC(O)=N1

The geometry in XYZ format:
```
12
Properties=species:S:1:pos:R:3:mulliken_charge:R:1
O 2.4846 -0.3497 -0.2772 -0.49
H 0.5693 1.9038 0.2276 0.22
C 1.1852 -0.0963 -0.1553 0.59
C 0.5232 1.1850 -0.5946 -0.26
C -0.8903 -0.2358 0.1606 0.33
H -2.8596 -0.3361 0.4364 0.28
N -1.9981 -0.7265 0.7878 -0.42
H 2.6291 -1.2341 0.1024 0.37
N -0.8888 0.8516 -0.5293 -0.59
N 0.3383 -0.9125 0.3628 -0.61
H 0.9099 1.6656 -1.4982 0.31
H -2.0028 -1.7151 0.9771 0.26
```



No. 2
Here is a structure of composition C25H43FeN7OPS2 from the OMol25 dataset. Energies are from wB97M-V/def2-TZVPD.

Results
multiplicity: 6
HOMO-LUMO gap (spin up / spin down): 7.927 / 6.462 eV
strongest force on any atom: 2.72 eV/Å
LUMO level (spin up / spin down): 0.48 / -1.12 eV
relative energy (zero: lowest compared OMol25 entry of this formula, charge and spin): 94.16 kJ/mol
⟨S²⟩: 8.7701
net charge: 0

The geometry in XYZ format:
```
80
Properties=species:S:1:pos:R:3:mulliken_charge:R:1
C -0.7082 -0.4025 4.4324 -1.06
N 0.6649 -4.1053 1.2035 0.65
H 2.5109 -3.6550 0.2562 0.09
C -2.9896 1.1996 1.5763 0.24
H 5.7269 -1.1319 -0.7643 0.35
H -3.3578 2.2152 3.4236 0.39
C 0.7680 -0.4640 4.8427 -0.81
C 2.4052 -1.6260 -2.3555 -0.80
H -4.4408 -4.9077 0.0423 0.45
H 1.1151 -3.9197 -0.7943 0.26
H 1.3566 -1.6582 -2.0583 -0.08
H 2.9432 -4.4146 2.5427 0.16
C -3.7573 1.5112 2.7051 -0.66
C -4.6666 -4.0700 2.0197 -0.52
C -0.8570 -0.8747 2.9863 0.10
H 1.3981 0.6331 3.1008 0.25
N 0.0640 -1.9629 2.7111 0.35
N -0.2815 -1.8762 -0.0025 -0.12
H -1.6979 -3.3694 3.7021 0.42
P -0.3547 -2.7754 1.2649 -0.53
N 0.2816 2.2862 0.4864 -1.22
S 3.3511 -1.2554 -0.8597 0.16
H -2.0482 -4.2390 -0.2490 0.28
N -1.8783 -3.3655 1.6471 1.04
H 0.9878 0.3083 5.5800 0.49
H 2.5930 -7.2188 1.4714 0.33
C 1.6512 -0.2983 3.6099 -0.83
H -5.2165 -0.9127 0.1012 0.47
Fe -0.9190 -0.3021 -0.8846 0.32
C 0.8754 -4.9464 2.3696 -0.61
H -3.8924 -2.4170 3.1865 0.00
C 1.0105 2.2063 -0.5798 0.59
H 1.0879 -6.3285 -0.0813 0.32
H -2.1712 -4.9358 3.0292 0.51
C -2.3117 -3.8486 2.9374 -0.81
H -6.4911 -0.3747 2.1290 0.41
H -1.3077 -1.0257 5.0982 0.32
H -0.6524 -0.0494 2.2969 -0.44
C 1.6118 -4.2680 0.1135 -0.16
H -4.1016 -3.8995 4.1149 0.51
C -3.8159 -4.6947 0.9120 -1.14
H 0.9847 -1.4315 5.2991 0.31
S 0.6368 1.2493 -1.9863 -0.43
H -5.2719 -3.2668 1.5943 0.24
H 2.5169 -5.8866 3.4116 0.48
C 5.0277 -1.3394 -1.5672 -1.04
C -4.8009 -0.2522 0.8486 -0.28
C -1.7310 1.8559 1.3911 -0.17
C 2.0011 -5.7372 0.0165 -1.00
C -5.5135 0.0617 1.9778 -0.41
C -3.5004 0.2573 0.6223 0.56
H -1.0871 0.6192 4.4973 0.41
H 2.6127 3.0026 -1.5286 0.19
C -4.9879 0.9367 2.9289 -0.77
C 2.7753 -6.1608 1.2738 -0.61
H -5.5513 1.1786 3.8194 0.41
H 2.6074 -5.9089 -0.8743 0.38
H 2.3113 3.6267 0.0705 0.24
H 2.0928 -2.3149 2.9681 0.12
H 0.2729 -5.8647 2.2916 0.33
N 2.1369 2.9450 -0.6478 -0.42
O -2.8332 -0.1052 -0.4144 -0.99
H 2.5544 -0.8447 -3.0961 0.42
H 1.7277 -1.1877 1.6408 -0.11
N -0.8152 1.4954 0.5516 0.87
H 2.7179 -2.5929 -2.7417 0.42
H 5.1282 -0.5970 -2.3534 0.30
H -1.8733 -1.2124 2.7808 0.02
C 2.3479 -5.3278 2.4888 -0.87
C 1.4477 -1.4841 2.6642 -0.16
H -3.1134 -2.8506 0.0387 0.09
H 0.5428 -4.4001 3.2552 0.50
H 5.2058 -2.3357 -1.9593 0.28
C -2.6902 -3.7539 0.4989 -0.31
H -1.5504 2.7476 1.9955 0.38
H 2.7027 -0.2506 3.8942 0.52
H -3.3956 -5.6433 1.2561 0.32
C -3.7860 -3.5029 3.1492 -0.60
H 3.8464 -6.0321 1.1107 0.36
H -5.3488 -4.8278 2.4123 0.31
```



No. 3
Here is a structure of composition C33H35F3IrN5P2Se from the OMol25 dataset. Energies are from wB97M-V/def2-TZVPD.

Results
HOMO-LUMO gap: 5.404 eV
strongest force on any atom: 0.80 eV/Å
LUMO level: -7.84 eV
relative energy (zero: lowest compared OMol25 entry of this formula, charge and spin): 0.00 kJ/mol
net charge: +2

The geometry in XYZ format:
```
80
Properties=species:S:1:pos:R:3:mulliken_charge:R:1
C 3.3187 3.9896 -1.5911 -0.82
N -2.9840 -2.9888 -1.9239 0.17
H 1.1907 1.2936 1.9121 0.69
H -5.0291 -2.6881 -1.7158 0.31
C 4.3674 -1.0235 -2.0952 -0.06
H 3.3119 4.4467 -2.5711 0.46
C -1.7542 1.9790 -0.2619 -0.79
H 5.5588 -1.9112 -3.6348 0.45
C 1.5209 -2.6110 0.0851 0.11
H -2.8844 3.5296 -2.8214 0.38
C -6.0281 3.3579 0.3150 -0.66
C 2.8908 -1.8202 3.4048 -0.69
C 6.7491 -1.2968 -1.9581 -0.51
C -3.8607 2.7008 -0.3227 0.84
C 2.6453 -0.2791 1.5651 -0.36
H -1.6424 1.8176 1.7979 0.09
C 4.3773 -0.4399 -0.8321 0.49
H 3.4361 -1.1605 -2.6313 0.43
H -4.9742 -3.5582 0.5089 0.33
C 6.7573 -0.7033 -0.7025 -0.83
C -3.5361 2.4653 1.0076 0.63
C -1.6481 -3.3378 0.7395 -1.13
H -4.1066 -1.2341 -2.1267 0.36
F 0.9022 -3.3303 -0.8993 -0.21
H -3.9903 -2.7682 1.7486 0.37
H -0.8547 -4.0524 0.5336 0.52
C -2.9714 -4.1947 -1.0890 -0.89
H -1.6425 -3.1278 1.8113 0.47
P -1.3244 -1.7471 -0.1674 2.44
C 3.3809 2.8092 0.9329 -0.48
H -3.8828 -4.7557 -1.2955 0.28
H -0.9219 -2.9176 -2.2880 0.46
C 3.6132 4.1690 0.7937 -0.79
C 1.1017 -0.1918 3.4711 -1.13
H 5.5870 0.2237 0.8333 0.44
H 0.2752 0.2817 3.9833 0.50
C 1.7673 -1.2424 4.0413 -0.58
C 3.0816 2.6324 -1.4617 -0.11
H -3.3866 1.8314 -2.9833 0.36
N -2.9287 -3.8936 0.3408 0.13
H 3.4421 2.3525 1.9127 0.45
C -5.1177 3.1537 -0.7029 -0.70
H 7.6775 -1.6370 -2.3964 0.44
H -5.3743 3.3388 -1.7367 0.47
C -2.6606 2.5052 -2.5307 -1.03
F 2.8325 -2.7097 -0.2278 -0.16
H 4.1455 -1.8485 1.6904 0.48
H -1.7811 -1.3904 -2.5379 0.37
H -7.0208 3.7110 0.0735 0.43
H 3.4154 -2.6333 3.8876 0.48
F 1.3566 -3.3371 1.2134 -0.20
H -2.9793 -0.6209 1.2479 0.71
H 3.7711 5.8169 -0.5654 0.44
Ir 0.7909 -0.6522 0.1236 1.00
N -4.0718 -1.7883 -0.1044 0.08
P 2.8988 0.2625 -0.1079 -0.03
H 7.6876 -0.5777 -0.1656 0.45
N -2.7263 2.3913 -1.0790 0.48
Se 0.0226 1.5539 -0.7358 -0.52
C -4.4494 2.6689 2.0332 -0.94
C 1.5462 0.3248 2.2378 0.19
H 3.8400 4.7658 1.6668 0.46
C -2.9474 -0.9150 0.1969 -0.82
C 5.5731 -0.2610 -0.1360 -0.60
H -6.4469 3.2976 2.4190 0.43
H -3.0435 -0.0183 -0.4170 -0.02
H -4.1988 2.4908 3.0700 0.46
C -4.1046 -2.1438 -1.5224 -0.95
N -2.2166 2.0213 0.9973 0.50
C 3.1010 2.0415 -0.1965 1.05
H 1.4528 -1.6241 5.0038 0.46
H -2.1148 -4.8133 -1.3578 0.41
H 2.8966 2.0333 -2.3470 0.43
C 3.3079 -1.3807 2.1861 -0.67
C -4.0433 -3.0201 0.6883 -0.92
C -5.6995 3.1203 1.6584 -0.57
H -1.6609 2.2445 -2.8640 0.29
C 3.5782 4.7576 -0.4627 -0.55
C -1.7205 -2.2827 -1.9096 -1.19
C 5.5591 -1.4517 -2.6561 -0.75
```



No. 4
Here is a structure of composition C24H25AsBr2N8OS7Sc from the OMol25 dataset. Energies are from wB97M-V/def2-TZVPD.

Results
HOMO-LUMO gap: 6.979 eV
strongest force on any atom: 0.57 eV/Å
LUMO level: -2.80 eV
relative energy (zero: lowest compared OMol25 entry of this formula, charge and spin): 0.00 kJ/mol
net charge: +1

The geometry in XYZ format:
```
69
Properties=species:S:1:pos:R:3:mulliken_charge:R:1
N 0.1836 -1.6214 -1.1338 0.30
H 0.9015 -0.6622 -4.2698 0.36
C -0.4082 -2.7276 -1.5938 -0.41
C -0.4076 2.0743 0.8434 0.21
C 2.9453 -2.8411 -1.4817 0.18
Br 6.9575 3.9821 2.3978 -0.19
S 3.3010 -1.9260 -0.0322 -0.39
H -4.9484 -0.5633 2.2063 0.31
H -5.2511 1.1677 1.9549 0.32
S 2.3644 -3.3825 -4.0080 -0.03
H -5.9270 2.2619 -0.8225 0.33
C 1.8982 -0.2412 -4.3629 -1.15
C -5.5549 0.1627 1.6679 -1.02
H -5.8221 -1.8910 -1.7807 0.35
N -1.2735 -2.4402 -2.5505 -1.05
H -6.2391 1.1438 -2.1655 0.35
S 1.9442 -6.3010 -3.6787 -0.18
H 5.7998 4.6850 -0.1887 0.43
H 4.3234 -0.0366 4.4103 0.43
H -2.6591 0.9016 4.4779 0.47
C 4.7882 2.1677 1.8681 0.09
N -0.0737 2.9671 -0.0958 -0.27
C 4.9916 1.5227 3.1062 -0.66
H -0.6194 -2.7758 3.6476 0.44
H -5.4049 -2.5300 -0.1779 0.35
C 5.2323 3.8403 0.1753 -0.32
H -7.0062 -1.7897 -0.4517 0.40
C 5.5350 3.2742 1.3786 -0.10
H 0.4657 -1.7770 1.6743 0.52
H -0.2008 -3.7238 -1.2421 0.56
O 2.4088 1.7463 -0.8767 -0.52
C 3.4305 2.2626 -0.2011 0.48
C 3.7501 1.6748 1.0586 0.68
H -0.4054 3.9128 -0.0254 0.26
C -6.3060 1.2785 -1.0881 -1.03
C 2.3142 -4.8443 -3.0577 0.07
H -6.6105 0.0132 1.8910 0.43
H 1.8279 0.8419 -4.4426 0.36
Sc 1.6830 -0.0329 -0.3863 0.03
S 2.7491 -4.5717 -1.3938 -0.05
N 0.0458 0.8385 0.8753 1.01
N -1.1497 -1.1401 -2.6448 0.97
C 3.1890 0.0370 2.5863 -0.23
N -1.8664 -0.3522 -3.5246 -0.70
H -7.3423 1.1791 -0.7662 0.40
N 2.9738 0.6107 1.4218 0.48
S 2.9121 -0.5599 -2.9015 0.14
Br 3.7520 4.1724 -2.2444 -0.17
C -0.2131 -1.1867 2.2804 -0.46
H 2.5635 -0.8116 2.8368 0.60
H -2.5660 0.1307 -2.9526 0.12
N -0.2896 -0.6207 -1.8299 0.11
C -5.9486 -1.7517 -0.7089 -1.06
C -0.4904 0.1369 1.9592 -0.56
H 2.3927 -0.6296 -5.2506 0.46
H 5.7796 1.8684 3.7613 0.36
S -1.5039 2.4929 2.1267 -0.30
H -2.1735 -1.4585 5.0362 0.44
As -5.2169 -0.0440 -0.2140 0.43
S -3.1728 0.1586 -0.6145 -0.43
H 0.7475 2.7850 -0.6685 0.21
C -0.8283 -1.7468 3.3875 -0.98
C -1.3655 0.8738 2.7553 0.86
C 4.1898 0.4721 3.4668 -1.19
H -2.3372 -1.0032 -4.1459 0.32
C -1.7108 -1.0043 4.1708 -0.67
C -1.9880 0.3176 3.8617 -0.46
C 2.7695 -2.3048 -2.7002 0.02
C 4.1710 3.3388 -0.6098 -0.05
```



Which formula does entry 1 have? C3H5N3O



What is the formula in the third record? C33H35F3IrN5P2Se



The highest relative energy (zero: lowest compared OMol25 entry of this formula, charge and spin) belongs to which entry? C25H43FeN7OPS2